93
Properties=species:S:1:pos:R:3:lowdin_charge:R:1 method="wB97M-V/def2-TZVPD" e_homo_ha="-0.08850 / -0.14904" homo_lumo_gap_ev="4.30 / 5.95" e_above_lowest_kcal_mol=0.00 energy_ev=-111148.6742 multiplicity=2 total_charge=-1
C 1.021 4.643 -3.762 -0.2690
C -3.993 3.575 -1.166 -0.2960
C -0.445 -1.956 3.718 -0.0388
C 1.226 1.452 3.892 -0.0735
C -0.744 1.323 -3.710 -0.1037
H 0.195 -2.011 4.586 0.0928
H -2.624 1.650 4.087 0.1130
H -0.711 6.533 -0.783 0.0766
C -5.632 4.401 -2.713 -0.0193
O -2.848 1.478 1.516 -0.1392
H -1.249 1.330 -4.680 0.0901
C -0.902 1.827 2.837 -0.1492
H -3.695 -2.150 2.807 0.0957
H -2.532 -2.114 -2.903 0.1086
H 1.105 2.789 -4.819 0.1301
C -1.001 3.436 -2.253 -0.3335
C 4.854 2.122 -3.946 -1.0484
H 0.163 0.723 -3.812 0.0489
H -4.846 -1.192 -2.967 0.0970
S 4.284 0.467 -4.168 0.9199
N -0.726 -1.515 1.363 0.0387
C -4.166 -1.026 0.341 -0.0350
C -4.892 -0.896 -0.824 -0.0739
H 2.929 5.615 -3.839 0.0706
C 3.080 0.449 -2.878 -1.1809
C -1.235 5.582 -0.872 -0.0551
H -3.872 3.277 1.631 0.0520
C -4.107 4.285 1.292 -0.0425
H 5.261 -1.017 1.442 0.0898
C -1.542 1.625 4.055 -0.0304
C -2.628 -1.995 2.727 -0.0444
H -3.034 3.313 -4.001 0.0835
C 2.149 5.281 -4.525 -0.0621
C -4.518 3.606 -2.460 -0.2942
H -5.883 -0.460 -0.804 0.1055
H -4.863 4.708 1.953 0.0784
C 0.587 1.264 5.110 -0.0958
N -1.197 2.802 0.650 -0.1738
H -2.218 -2.312 4.834 0.0976
C 0.378 5.333 -2.738 -0.0096
H -4.656 2.739 -4.414 0.0811
C -2.873 -1.554 0.285 -0.2413
N -2.327 -1.938 -0.868 0.0759
C -3.032 -1.800 -1.991 -0.1588
H 4.534 -1.893 3.712 0.0926
Pb 0.434 -0.375 -0.757 0.9766
H 0.975 1.901 1.805 0.0597
Te -2.265 2.328 -0.949 1.8172
H -4.560 -0.666 1.280 0.1087
S 4.013 2.917 -2.616 0.9367
C 1.502 -1.517 2.207 -0.2474
H -3.202 4.886 1.389 0.0814
H 2.159 -2.204 4.158 0.0922
C -1.791 -2.114 3.858 -0.0851
H 2.600 4.576 -5.222 0.0743
H -3.645 1.808 -3.319 0.0451
C -0.797 1.362 5.193 -0.0936
C -0.624 4.760 -1.971 -0.2740
N 1.934 -1.065 0.974 -0.0708
C -6.239 5.147 -1.716 -0.2674
C -2.039 -1.693 1.519 -0.2634
H -7.851 5.797 -2.988 0.0714
C 0.485 1.750 2.759 -0.0270
C -4.603 4.292 -0.127 -0.2744
C -3.928 2.823 -3.608 -0.0698
S 2.216 -1.072 -2.714 0.3668
C -1.720 2.030 1.601 -0.6945
H 3.515 -0.537 -0.230 0.0627
C 3.250 -0.905 0.755 -0.1910
H 2.302 1.354 3.818 0.1072
C 2.476 -1.816 3.201 -0.0523
H -6.188 5.628 0.369 0.1172
H -6.037 4.425 -3.720 0.1136
H -1.397 0.803 -3.009 -0.0125
H -2.287 5.793 -1.075 0.0769
C 4.220 -1.171 1.684 -0.0884
H 1.804 6.153 -5.086 0.0778
C 0.105 -1.674 2.435 -0.2411
H -7.149 7.074 -1.994 0.0814
O 5.707 2.645 -4.624 -0.0975
C 2.954 1.581 -2.161 -1.1511
C 0.609 3.355 -4.038 -0.0247
C -7.430 6.018 -2.008 -0.0533
H -1.162 5.058 0.081 0.0511
H -8.212 5.879 -1.260 0.0772
H 1.167 1.031 5.995 0.0968
S 1.889 1.940 -0.820 0.4388
C -4.316 -1.288 -2.028 -0.0838
H 0.689 6.347 -2.508 0.1177
C -0.397 2.734 -3.299 -0.3307
H -1.295 1.203 6.142 0.0961
C -5.714 5.071 -0.432 -0.0172
C 3.804 -1.648 2.949 -0.1031



60
Properties=species:S:1:pos:R:3:lowdin_charge:R:1 method="wB97M-V/def2-TZVPD" e_homo_ha="-0.62241 / -0.62240" homo_lumo_gap_ev="4.27 / 4.23" energy_ev=-90724.4254 total_charge=+3
N 1.469 2.352 -1.137 -0.0551
C 3.820 -1.935 0.885 -0.0483
H -2.262 -2.187 -0.357 0.0405
N 0.087 2.137 -1.192 0.0885
C 0.985 -0.934 -4.329 -0.0488
H 1.967 -1.609 -2.548 0.1115
H -0.403 3.039 -1.171 0.1429
N 3.426 2.644 -0.291 0.0884
H 1.828 -1.177 -4.957 0.1261
C 4.012 -3.273 0.563 -0.0254
H 4.607 -1.380 1.375 0.1180
C -0.033 -0.914 -2.160 -0.3776
H -1.080 -3.365 -0.921 0.0712
C -2.757 1.924 5.977 0.0406
H -0.159 1.653 -2.062 0.0931
S -1.190 -0.732 2.659 0.8755
C 2.378 2.693 -2.137 -0.2759
H -2.183 0.240 -4.517 0.1216
O -3.186 0.584 -0.085 -0.2296
H 2.924 3.213 -4.082 0.1131
C 1.070 -1.175 -2.965 -0.0638
C 2.065 2.791 -3.568 0.0354
H 4.940 -3.757 0.827 0.1258
C 2.170 2.318 0.039 -0.6886
C -1.205 -0.388 -2.712 -0.1378
H 4.226 2.765 0.322 0.1954
Os -0.733 0.669 0.808 0.6539
H -2.072 -0.226 -2.082 0.0824
C -1.797 0.296 3.913 -0.6066
C -2.060 -0.249 5.196 -0.6402
C -1.263 -2.584 -0.183 -0.2211
H 1.010 -3.954 -0.838 0.1096
H 3.166 -5.012 -0.355 0.1262
H -0.221 -0.217 -5.939 0.1256
C 1.576 -2.047 0.004 -0.3740
C -1.276 -0.143 -4.074 -0.0483
P -0.026 -1.260 -0.361 0.8227
H -4.714 0.503 1.351 0.0992
Cl -1.786 -1.901 5.509 0.8318
H -4.988 -0.459 -0.112 0.1123
C 1.784 -3.385 -0.344 -0.0768
C 2.999 -3.984 -0.067 -0.0339
S 1.559 1.901 1.551 0.7452
N 3.543 2.863 -1.600 0.1694
H 1.872 1.798 -3.982 0.0830
H -2.713 0.158 7.189 0.1379
H -3.133 2.553 6.769 0.1477
H 2.450 -0.301 0.914 0.0039
C -0.174 -0.408 -4.879 -0.0389
H -3.615 1.309 -0.555 0.1124
C -2.036 1.666 3.715 -0.5909
C -2.504 2.482 4.724 -0.0278
H 1.201 3.425 -3.761 0.1022
C -2.533 0.582 6.211 -0.0315
C 2.607 -1.330 0.612 -0.1171
Cl -1.738 2.316 2.150 0.7401
H -2.678 3.535 4.556 0.1372
H -3.783 -0.988 1.085 0.0684
C -4.231 -0.122 0.599 -0.0901
H -1.210 -3.010 0.819 0.0489



18
Properties=species:S:1:pos:R:3:lowdin_charge:R:1 method="wB97M-V/def2-TZVPD" e_homo_ha=-0.38101 homo_lumo_gap_ev=10.96 e_above_lowest_kcal_mol=13.06 smiles="C[C@@H](O)CC(=O)O.O" energy_ev=-12500.0396 total_charge=0
H 1.285 1.069 0.785 0.1357
H 0.897 -3.077 -3.023 0.0384
H -1.532 0.083 0.503 0.1398
C 0.618 0.216 0.703 -0.0424
C 0.349 -0.416 2.034 -0.5101
H -0.541 2.627 0.808 0.0714
O 1.025 -2.212 -2.625 -0.0532
H 0.056 0.105 -1.855 0.0789
H 1.044 -0.549 0.078 0.1136
C -0.701 0.573 -0.001 -0.4081
O -0.453 -0.115 2.866 0.1235
H 0.700 -2.070 2.851 0.1221
H -0.553 2.526 -0.900 0.0802
O 1.162 -1.504 2.213 0.0859
H -2.068 2.234 0.012 0.0739
H 0.446 -1.636 -3.131 0.0245
O -0.738 0.055 -1.313 -0.0463
C -0.999 2.089 -0.006 -0.0280



121
Properties=species:S:1:pos:R:3:lowdin_charge:R:1 method="wB97M-V/def2-TZVPD" e_homo_ha=-0.34485 homo_lumo_gap_ev=9.82 smiles="COCCCCCCCCCCNC(=O)O.ClCCCl.ClCCCl.ClCCCl.ClCCCl.ClCCCl.ClCCCl.ClCCCl.ClCCCl.ClCCCl.ClCCCl" energy_ev=-292321.5251 total_charge=0
H -1.806 -2.548 -3.115 0.0770
Cl 0.707 -3.582 -1.979 0.6042
H -4.898 0.806 -1.599 0.1089
O 2.149 -0.806 -3.097 -0.2189
H -2.412 2.752 -2.647 0.1247
C -5.467 0.427 -8.203 -0.6511
Cl 5.429 0.926 4.872 0.5646
H 4.062 -0.083 -3.028 0.0411
H -4.145 -0.388 -9.671 0.0729
H 2.981 -3.594 -2.520 0.0763
O -4.603 3.696 -2.013 0.1193
H -4.759 1.088 -7.710 0.0701
C 3.815 -1.910 3.166 -0.6645
H -4.639 -3.121 -2.600 0.1035
Cl 1.117 -1.600 3.438 0.5136
Cl -2.708 -2.499 6.948 0.5892
H 2.392 -3.513 2.919 0.0303
H 10.648 2.430 1.729 0.0734
Cl -6.665 -0.097 -6.991 0.5518
H -5.458 -2.009 -3.621 0.1002
C 2.556 -2.642 3.550 -0.6547
Cl 2.746 1.729 2.876 0.5523
H -7.478 5.373 0.471 0.0716
H 8.287 1.518 -3.756 0.0667
H -0.172 -1.106 -3.026 0.0632
H -5.118 0.395 -4.587 0.0792
C -4.996 0.163 -2.472 -0.1674
C -4.213 3.108 -2.956 -0.6471
C 5.286 2.305 3.751 -0.6458
H 2.704 -2.982 -0.888 0.0261
C -1.288 -4.813 6.634 -0.6606
C -3.571 -2.538 -4.420 -0.2221
C -4.474 -2.248 -3.216 -0.1813
H 2.627 -2.975 4.586 0.0573
H -5.483 -1.460 -9.251 0.0685
H -5.569 4.000 -0.122 0.0319
Cl 9.172 3.798 0.525 0.5414
C -6.897 4.922 1.274 -0.6622
H 11.915 3.327 -0.271 0.0690
H 4.683 -2.536 3.371 0.0753
Cl 2.056 -5.346 0.580 0.5502
Cl 6.908 -1.097 -1.546 0.5405
H 7.038 -0.682 -3.864 0.0679
Cl -3.701 1.132 7.980 0.6475
Cl -1.664 1.882 10.583 0.5529
H -1.548 -3.205 -4.732 0.1014
N -5.023 2.344 -3.752 0.0840
C 0.474 0.509 -4.273 -0.1729
C -0.628 -0.345 -3.649 -0.2049
H 3.922 -0.982 3.719 -0.0104
C -6.157 3.720 0.749 -0.6719
H 3.451 -0.729 -1.543 0.0500
H 2.587 0.517 -4.598 0.1150
H -6.024 -0.189 -2.485 0.1084
C -1.022 1.561 6.311 -0.6842
H -0.867 -1.232 -5.550 0.1039
Cl 0.307 -4.024 6.563 0.5498
C -4.159 1.214 9.700 -0.6299
H 2.888 0.867 -2.060 0.0958
C 10.243 2.387 0.719 -0.6629
H 5.641 1.982 2.774 0.0691
H -3.994 0.232 10.137 0.0714
H -3.472 3.245 9.929 0.0691
C 1.817 -0.205 -4.325 -0.2348
H 2.392 -5.924 -1.684 0.0669
H -2.332 -0.469 -5.023 0.0777
Cl -1.340 0.404 3.860 0.5262
H 0.185 0.813 -5.276 0.1131
C -2.367 -3.971 6.002 -0.6370
C 2.758 -5.127 -1.041 -0.6517
H 8.631 -0.796 -3.109 0.0705
H 3.489 3.067 4.666 0.0653
C 3.881 2.845 3.676 -0.6539
H -6.211 5.670 1.664 0.0673
C 2.434 -3.764 -1.594 -0.6630
Cl 0.710 1.154 6.458 0.5316
C -4.644 0.918 -3.765 -0.1736
H -1.402 1.676 7.317 -0.0153
H -1.098 2.522 5.805 0.0716
H -3.295 -4.538 5.950 0.0727
H 5.955 3.079 4.123 0.0700
C -1.498 -1.071 -4.678 -0.1962
H 1.809 -0.956 -5.116 0.1230
H 3.878 3.764 3.091 0.0714
H 0.630 1.435 -3.726 0.1057
H -1.510 -5.027 7.677 0.0663
Cl 3.856 -1.517 1.428 0.5399
H 12.067 1.583 -0.048 0.0739
C -2.057 -2.434 -4.164 -0.1857
Cl -3.707 -1.595 -7.708 0.6135
C 11.371 2.387 -0.281 -0.6456
C 3.174 -0.129 -2.399 -0.1099
C -4.068 -1.056 -2.334 -0.1854
Cl 10.789 2.108 -1.943 0.5807
Cl -5.020 3.050 1.950 0.5318
C 7.632 -0.374 -3.006 -0.6540
O -2.924 3.177 -3.352 0.1078
H -4.121 -1.371 -1.297 0.1094
C -3.393 2.284 10.433 -0.6595
C -4.770 -0.742 -8.853 -0.6482
H -6.006 1.000 -8.957 0.0722
H 3.837 -5.235 -0.940 0.0729
H -3.051 -0.710 -2.486 0.0821
H -1.200 0.287 -2.972 0.0926
H 9.633 1.490 0.632 0.0675
H -6.843 2.927 0.459 0.0693
C -1.796 0.487 5.580 -0.7216
C 7.725 1.127 -2.909 -0.6952
H -2.861 0.701 5.613 0.0209
H -3.571 0.885 -3.879 0.0919
H -5.226 1.432 9.738 0.0744
H -3.767 -3.574 -4.700 0.1036
H -3.786 2.391 11.443 0.0722
H -1.631 -0.494 6.018 -0.0153
H -2.093 -3.665 4.995 0.0737
H -3.875 -1.964 -5.284 0.0099
H 8.223 1.436 -1.998 0.0017
Cl -8.048 4.502 2.573 0.5209
H -1.201 -5.758 6.100 0.0723
H -5.991 2.485 -3.503 0.1367
Cl 6.120 1.901 -2.948 0.5677



14
Properties=species:S:1:pos:R:3:lowdin_charge:R:1 method="wB97M-V/def2-TZVPD" e_homo_ha=-0.33748 homo_lumo_gap_ev=9.90 e_above_lowest_kcal_mol=2.92 smiles=NCCO.O energy_ev=-7804.5991 total_charge=0
H -0.772 -0.632 2.401 0.0593
C -1.109 0.357 0.636 -0.2865
H -1.065 -0.649 -1.279 0.1233
O 2.699 -0.934 0.321 -0.0625
H -2.207 0.394 0.617 0.1134
O -0.890 1.423 -1.480 -0.0777
H 2.776 -1.831 -0.049 0.0521
H 0.479 0.098 -0.733 0.0946
H 0.337 -0.932 1.277 0.0418
H 3.130 -0.365 -0.324 0.0379
N -0.669 -0.806 1.412 -0.0104
C -0.610 0.214 -0.781 -0.2760
H -1.290 1.228 -2.333 0.0791
H -0.763 1.315 1.039 0.1119